Here is an isolated molecule of C5H12N2 from OMol25. Energies are from ωB97M-V with the def2-TZVPD basis set.

Positions of all 19 atoms, in Å:
N (2.220735, -0.361241, 1.369474)
N (-1.374628, 0.240297, -2.335469)
C (-1.208920, -0.811431, -0.106827)
C (0.229957, -0.625875, -0.151957)
C (0.868917, 0.045463, 1.157138)
C (-1.826472, -0.434745, -1.218958)
C (0.657554, 1.594467, 1.261737)
H (-1.755920, -0.772798, 0.836030)
H (1.396413, 2.298544, 0.695166)
H (-0.708527, 1.022473, -2.264820)
H (2.161634, -1.351634, 1.607715)
H (-0.353582, 1.765941, 0.919485)
H (2.799541, -0.360517, 0.611486)
H (0.732878, 2.035424, 2.253954)
H (0.353694, -0.209639, 2.063711)
H (-1.946263, 0.265461, -3.094694)
H (-2.696951, -1.015531, -1.332885)
H (1.031062, -1.492712, -0.270687)
H (0.737055, 0.054327, -0.909300)

Cartesian forces, eV/Å:
N -0.9 -1.1 3.1
N 2.4 0.1 2.4
C 1.4 1.4 -0.3
C 5.6 1.4 2.0
C -0.6 1.5 -0.4
C -0.7 -0.5 -1.0
C 1.5 0.9 -1.4
H 0.1 -1.3 -0.2
H -1.2 -1.6 0.3
H -0.6 -1.0 0.2
H 0.3 0.2 0.3
H -0.3 0.4 -0.3
H 1.7 0.6 -2.8
H 0.0 -0.7 0.4
H -0.6 -1.0 0.3
H -1.8 0.2 -2.2
H -2.2 0.6 -0.6
H -2.5 0.5 0.1
H -1.5 -0.5 0.2

Calculated values
**Energy above the lowest of the compared OMol25 structures with the same formula, charge and spin**: 68.7 kcal per mole
**Total charge**: 0
**Spin multiplicity**: 1
**SMILES string**: C[C@H](N)C/C=C\N
**Molar mass**: 100.2 g/mol
**Kohn-Sham gap**: 8.8 eV



Here is a structure of composition C38H39As2N8O5V from OMol25. Energies are from ωB97M-V with the def2-TZVPD basis set.

Positions of all 93 atoms, in Å:
As (-1.934566, -0.878650, -1.242062)
As (0.466742, -2.492341, 0.260007)
V (-0.007573, 0.199785, 0.337866)
O (2.835688, -1.458340, 1.124620)
O (4.955591, -0.773707, -5.173952)
O (5.206077, -2.308804, 0.479118)
O (4.657571, 1.089916, -6.327977)
O (1.950178, 0.242794, 0.036798)
N (1.090029, 1.406858, 4.365329)
N (2.412079, 3.041770, 5.279115)
N (-1.512792, 1.844663, 0.409295)
N (0.213758, 1.367521, -1.569931)
N (0.781297, 1.390966, 2.023769)
N (2.148331, 3.050864, 3.007922)
N (1.890014, 2.967715, 0.728297)
N (-0.962851, -0.585515, 2.224795)
C (-2.397240, 3.746720, -0.751573)
C (1.616556, -3.356883, -1.050583)
C (0.581099, 0.926426, 3.263045)
C (-1.950812, -1.485184, 2.301402)
C (5.569079, 1.067472, -1.880359)
C (2.564262, -0.445780, -3.765244)
C (-0.705140, -0.747333, 4.601112)
C (6.581877, 0.104285, -1.814672)
C (-2.348992, -2.068322, 3.490700)
C (1.581176, -0.179978, -2.836607)
C (1.876599, 2.498004, 4.195005)
C (-1.711340, -0.881413, -3.171960)
C (1.799909, 2.176746, -3.266253)
C (1.190499, 1.129162, -2.583902)
C (-1.698620, -1.711159, 4.661656)
C (-3.525776, -4.766415, -0.938375)
C (-3.270490, 3.999356, 0.295771)
C (4.228582, -0.266809, -0.368486)
C (-3.380517, -3.417963, -1.230451)
C (1.618853, 2.459768, 1.954818)
C (-1.187383, -3.430187, -0.206429)
C (-3.244280, 3.160761, 1.395991)
C (2.784324, 1.904915, -4.205582)
C (4.410463, 0.867329, -1.172579)
C (-0.378026, -0.201182, 3.372550)
C (-2.214238, -2.753092, -0.866069)
C (-1.342939, -4.783268, 0.076887)
C (6.438832, -1.014574, -1.028677)
C (4.333739, 0.232068, -5.347879)
C (0.862756, -3.335709, 1.967950)
C (5.273854, -1.208361, -0.280012)
C (-2.351091, 2.099012, 1.412900)
C (-1.535322, 2.666911, -0.656271)
C (-3.708623, -0.099008, -1.085835)
C (-0.585357, 2.352940, -1.714771)
C (2.960765, -0.516136, 0.327240)
C (3.176281, 0.596903, -4.454457)
C (-2.506612, -5.447574, -0.286155)
H (2.635714, -2.982165, -0.985146)
H (-1.570798, 0.133465, -3.543376)
H (3.017637, 3.840792, 5.189925)
H (2.240780, 2.634087, 6.182271)
H (-0.187213, -0.395302, 5.480177)
H (-0.850273, -1.486746, -3.447958)
H (-4.406978, -0.609139, -1.748912)
H (-3.666291, 0.953756, -1.368347)
H (-4.180831, -2.898039, -1.744128)
H (1.604788, -4.429791, -0.854204)
H (2.618351, 3.668575, 0.736190)
H (7.215936, -1.762046, -0.961926)
H (1.208777, -3.189461, -2.048218)
H (-2.376738, 4.378593, -1.628555)
H (-3.150749, -2.792518, 3.484073)
H (-2.306846, 1.431040, 2.262103)
H (-1.972056, -2.158521, 5.606934)
H (-0.039545, -3.794357, 2.368643)
H (-4.062677, -0.179319, -0.057605)
H (7.489673, 0.238237, -2.385898)
H (2.908307, -1.454709, -3.947236)
H (4.366292, -2.267474, 0.984558)
H (-4.431144, -5.285025, -1.220923)
H (-0.556982, -5.333703, 0.581395)
H (-2.608183, -1.312822, -3.618045)
H (3.983836, 1.770699, -6.458601)
H (3.608096, 1.591454, -1.243331)
H (-2.437160, -1.763012, 1.374186)
H (-3.952627, 4.836579, 0.252847)
H (-2.617056, -6.499508, -0.061743)
H (1.631512, -4.095246, 1.827009)
H (1.979307, 2.260215, 0.003959)
H (1.252177, -2.581363, 2.645250)
H (-0.579683, 2.979145, -2.605605)
H (5.696775, 1.952397, -2.488143)
H (3.280155, 2.736741, -4.690037)
H (-3.899721, 3.318831, 2.239943)
H (1.561251, 3.206652, -3.033922)
H (1.128115, -0.983584, -2.273881)

Cartesian forces, eV/Å:
As -0.1 0.0 0.0
As -0.1 0.0 0.1
V 0.1 -0.1 0.5
O 0.0 -0.1 0.1
O 0.0 0.0 0.0
O -0.1 0.0 0.1
O -0.1 0.1 0.0
O -0.2 0.1 -0.5
N -0.1 -0.1 0.0
N 0.0 0.0 0.0
N 0.1 -0.1 0.0
N -0.2 0.2 -0.1
N -0.1 -0.2 -0.1
N 0.0 0.0 0.0
N 0.1 -0.1 0.0
N 0.1 0.1 -0.2
C 0.1 -0.1 0.0
C 0.0 0.0 0.1
C 0.0 0.0 0.0
C -0.1 0.0 -0.1
C 0.0 0.0 0.0
C 0.0 0.0 0.0
C 0.0 0.0 0.0
C 0.0 0.0 0.0
C 0.0 0.0 0.0
C 0.0 0.0 0.0
C 0.0 0.0 -0.1
C 0.0 0.0 0.0
C 0.0 0.0 0.0
C 0.1 0.0 -0.1
C 0.0 0.0 -0.1
C 0.0 0.0 0.0
C 0.0 0.0 0.0
C 0.1 0.0 0.0
C 0.0 0.0 0.0
C 0.1 0.1 0.0
C 0.0 0.1 -0.1
C 0.0 0.0 0.0
C 0.0 0.0 0.0
C 0.0 0.1 0.0
C 0.0 0.0 0.0
C 0.1 0.0 0.0
C 0.0 0.0 0.0
C 0.0 0.0 0.0
C 0.0 0.0 0.0
C 0.1 0.0 0.0
C 0.0 0.1 0.0
C 0.0 0.0 0.0
C -0.1 0.1 0.1
C 0.0 0.0 0.0
C 0.1 0.0 0.0
C 0.0 -0.2 0.1
C 0.0 0.0 0.0
C 0.0 0.0 0.0
H 0.0 0.0 0.0
H 0.0 0.0 0.0
H 0.0 0.0 0.0
H 0.0 0.0 0.0
H 0.0 0.0 0.0
H 0.0 0.0 0.0
H 0.0 0.0 0.0
H 0.0 0.0 0.0
H 0.0 0.0 0.0
H 0.0 0.1 0.0
H 0.0 0.0 0.0
H 0.0 0.0 0.0
H 0.0 0.0 0.0
H 0.0 0.0 0.0
H 0.0 0.0 0.0
H 0.0 0.0 0.0
H 0.0 0.0 0.0
H 0.0 0.0 0.0
H 0.0 0.0 0.0
H 0.0 0.0 0.0
H 0.0 0.0 0.0
H 0.1 0.0 -0.1
H 0.0 0.0 0.0
H 0.0 0.0 0.0
H 0.0 0.0 0.0
H 0.1 -0.1 0.0
H 0.0 0.0 0.0
H 0.1 0.0 0.1
H 0.0 0.0 0.0
H 0.0 0.0 0.0
H 0.0 0.0 0.0
H 0.0 0.1 0.1
H 0.0 0.0 0.0
H 0.0 0.0 0.0
H 0.0 0.0 0.0
H 0.0 0.0 0.0
H 0.0 0.0 0.0
H 0.0 0.0 0.0
H 0.0 0.0 0.0

Calculated values
**Energy above the lowest of the compared OMol25 structures with the same formula, charge and spin**: 0.0 kcal per mole
**Total charge**: +2
**Spin multiplicity**: 3
**⟨S²⟩**: 2.028
**Molar mass**: 888.6 g/mol
**Kohn-Sham gap (alpha / beta)**: 6.1 / 6.0 eV